# 1
Computed, not measured: the molecule C5H8N2, with ωB97M-V/def2-TZVPD.

- Total charge: 0
- Spin multiplicity: 1
- HOMO-LUMO gap: 8.239 eV
- Largest force on an atom: 0.0089 Eh/bohr
- Relative energy (zero: lowest compared OMol25 entry of this formula, charge and spin): 0.6846 eV
- Structure (SMILES): Cn1cccc1N
- LUMO energy: 0.94 eV

Last column: Mulliken charge in e.
Cartesian coordinates (Å):
N 1.70632 -1.11322 0.42229  -0.51
N -0.11609 0.46758 0.39853  0.11
C -0.86175 1.16320 -0.55090  -0.55
C 0.56824 -0.20241 -1.62450  -0.64
C -0.48132 0.75967 -1.78832  -0.51
C 0.76164 -0.35553 -0.27527  0.40
C -0.77807 0.11378 1.64077  -1.01
H 1.13016 -0.67990 -2.41568  0.38
H 1.46926 -1.30440 1.38661  0.26
H -0.79342 -0.97164 1.78029  0.37
H -1.51584 1.95938 -0.22313  0.43
H -0.34756 0.58378 2.53006  0.23
H -1.81122 0.42913 1.50335  0.40
H -0.90720 1.10682 -2.72015  0.41
H 1.97686 -1.95623 -0.06395  0.24

# 2
Computed, not measured: a cluster of 2 separate species, C5H8N2 in total in a non-equilibrium geometry, with ωB97M-V/def2-TZVPD.

- Total charge: 0
- Spin multiplicity: 1
- HOMO-LUMO gap: 10.113 eV
- Largest force on an atom: 0.0546 Eh/bohr
- Relative energy (zero: lowest compared OMol25 entry of this formula, charge and spin): 3.1506 eV
- Structure (SMILES): C=C/C=N/C.C#N
- LUMO energy: 1.02 eV

Last column: Mulliken charge in e.
Cartesian coordinates (Å):
N 0.07119 -0.71959 0.46434  -0.27
N 0.71336 -1.27523 -2.01449  -0.40
C -0.35010 0.47710 0.57250  -0.13
C -0.47594 1.23907 -0.64108  -0.07
C -0.42886 2.59028 -0.70508  -0.77
C 0.29260 -1.59313 1.68628  -0.77
C 1.83343 -1.14532 -1.90451  0.08
H -0.55039 3.19563 0.18984  0.28
H -0.39202 0.62126 -1.55633  0.32
H -0.71581 0.87719 1.52609  0.33
H 2.82985 -1.03520 -1.72411  0.30
H -0.39563 -1.35417 2.50861  0.27
H -0.59960 3.08895 -1.66014  0.27
H 1.37188 -1.29010 1.78650  0.29
H 0.10478 -2.62620 1.34938  0.25

# 3
Computed, not measured: a structure of composition C5H8N2, with ωB97M-V/def2-TZVPD.

- Total charge: 0
- Spin multiplicity: 1
- HOMO-LUMO gap: 9.220 eV
- Largest force on an atom: 0.0089 Eh/bohr
- Relative energy (zero: lowest compared OMol25 entry of this formula, charge and spin): 2.7335 eV
- LUMO energy: 1.10 eV

Last column: Mulliken charge in e.
Cartesian coordinates (Å):
N 0.82303 1.04782 -0.53269  -0.42
N 2.62473 -0.83894 0.16365  -0.53
C -2.53224 0.00407 0.03400  -1.09
C -1.06117 0.30621 -0.04558  0.24
C 0.36675 -0.23043 -0.02811  -0.10
C -0.51209 1.48896 -0.36985  -0.34
C 1.23750 -1.18699 0.31132  -0.01
H 0.95163 -2.17352 0.68411  0.36
H -3.04540 0.95958 -0.14807  0.31
H 1.58711 1.48666 -0.03060  0.23
H -2.89813 -0.68820 -0.73302  0.26
H -0.89665 2.48229 -0.56617  0.40
H 3.19725 -1.12181 0.94819  0.23
H -2.88541 -0.35452 1.00706  0.26
H 3.04310 -1.18118 -0.69422  0.20

# 4
Computed, not measured: the molecule C5H8N2 in a non-equilibrium geometry, with ωB97M-V/def2-TZVPD.

- Total charge: 0
- Spin multiplicity: 1
- HOMO-LUMO gap: 8.642 eV
- Largest force on an atom: 0.0339 Eh/bohr
- Relative energy (zero: lowest compared OMol25 entry of this formula, charge and spin): 1.2830 eV
- Structure (SMILES): Cn1ccc(N)c1
- LUMO energy: 1.10 eV

Last column: Mulliken charge in e.
Cartesian coordinates (Å):
N 0.92137 -0.10082 -0.09529  0.15
N -2.58207 0.73230 0.07462  -0.52
C 2.27468 0.33904 0.15953  -0.85
C -1.29443 0.19045 0.00465  0.63
C -0.09366 0.83850 -0.26913  -0.61
C -0.98867 -1.16982 0.27035  -0.64
C 0.38178 -1.30391 0.18301  -0.50
H 2.99867 -0.37760 -0.23298  0.31
H 1.01277 -2.17844 0.24527  0.41
H -1.70068 -1.95961 0.46260  0.36
H 2.42995 1.31687 -0.30986  0.29
H 2.42767 0.46622 1.23829  0.29
H -2.65589 1.70558 -0.18488  0.22
H -3.30271 0.16992 -0.35659  0.24
H 0.17121 1.33132 -1.18960  0.22

# 5
Computed, not measured: a structure of composition C5H8N2, with ωB97M-V/def2-TZVPD.

- Total charge: 0
- Spin multiplicity: 1
- HOMO-LUMO gap: 9.097 eV
- Largest force on an atom: 0.0094 Eh/bohr
- Relative energy (zero: lowest compared OMol25 entry of this formula, charge and spin): 4.5247 eV
- LUMO energy: 0.77 eV

Last column: Mulliken charge in e.
Cartesian coordinates (Å):
N 1.59419 0.32935 0.19880  -0.80
N 0.39220 0.82576 -0.15674  0.58
C 1.65947 -0.87478 -0.30977  -0.17
C 0.48848 -1.29027 -1.09694  -0.73
C -0.12194 1.99884 0.50713  -0.76
C -0.93431 -1.46501 0.15891  -0.96
C -0.32581 -0.15200 -0.83936  0.04
H -0.36481 -2.30591 0.54667  0.31
H -1.21178 -0.83650 1.01463  0.39
H -0.44891 1.78319 1.53318  0.29
H -1.20634 0.16323 -1.39219  0.47
H -1.81584 -1.83804 -0.35769  0.30
H -0.97275 2.38284 -0.06196  0.30
H 2.57897 -1.43743 -0.18831  0.46
H 0.66000 2.75974 0.54006  0.27

# 6
Computed, not measured: the molecule C5H8N2 in a non-equilibrium geometry, with ωB97M-V/def2-TZVPD.

- Total charge: 0
- Spin multiplicity: 1
- HOMO-LUMO gap: 7.614 eV
- Largest force on an atom: 0.0645 Eh/bohr
- Relative energy (zero: lowest compared OMol25 entry of this formula, charge and spin): 2.7281 eV
- Structure (SMILES): C=C1CC(N)=CN1
- LUMO energy: 0.99 eV

Last column: Mulliken charge in e.
Cartesian coordinates (Å):
N -1.27923 0.16681 0.62480  -0.17
N 0.92296 -2.18743 -1.04963  -0.54
C 0.83822 0.23585 -0.20901  -0.61
C -0.18203 0.99552 0.60133  0.27
C -1.03370 -1.08241 -0.00908  -0.69
C -0.12601 2.34465 0.70774  -1.10
C 0.23631 -1.12619 -0.44135  0.61
H 0.52342 -3.09495 -0.83760  0.24
H -1.81436 -1.83614 -0.03179  0.36
H 0.84046 2.82762 0.82795  0.28
H 1.91252 -2.19425 -0.83652  0.25
H -2.19543 0.56440 0.72964  0.21
H 0.46854 1.12096 -0.83827  0.24
H -1.02677 2.92406 0.82512  0.26
H 1.91508 0.34151 -0.06334  0.37